The following is a DFT calculation (the ωB97M-V functional and the def2-TZVPD basis) of a molecular structure, C26H28N2O2PReS5.

Geometry as ORCA input:
```
! RIJCOSX wB97M-V def2-TZVPD def2/J DEFGRID3
* xyz 0 3
Re -0.355 0.108 0.045
C 1.216 -0.881 -2.859
C 0.152 -1.848 -2.455
C -0.161 -2.895 -3.345
C -1.053 -3.858 -2.992
C -1.678 -3.790 -1.732
C -2.564 -4.795 -1.294
C -3.169 -4.692 -0.074
C -2.934 -3.568 0.727
C -2.084 -2.556 0.324
S -1.924 -1.136 1.307
C -1.391 -2.671 -0.910
N -0.462 -1.719 -1.281
H 1.750 -1.250 -3.733
H 1.921 -0.748 -2.042
H 0.783 0.098 -3.084
H 0.344 -2.930 -4.300
H -1.288 -4.681 -3.655
H -2.741 -5.648 -1.937
H -3.843 -5.465 0.271
H -3.426 -3.466 1.686
S 2.510 0.293 3.622
C 3.114 -0.967 2.632
C 2.348 -1.173 1.525
C 1.221 -0.308 1.455
C 1.196 0.548 2.530
C 0.173 1.558 2.637
C 0.000 2.429 3.708
C -1.042 3.334 3.688
C -1.919 3.334 2.612
C -1.704 2.439 1.583
N -0.671 1.591 1.576
H 4.010 -1.492 2.927
H 2.581 -1.921 0.778
H 0.687 2.380 4.543
H -1.179 4.030 4.506
H -2.751 4.019 2.550
H -2.370 2.411 0.734
S 2.554 1.772 -0.866
C 1.200 1.064 -0.617
C -2.441 0.706 -4.946
C -3.155 2.041 -4.806
C -2.968 2.896 -6.048
O -2.749 2.847 -3.670
P -1.659 2.694 -2.516
S -1.761 4.318 -1.440
S -2.065 0.927 -1.574
O -0.268 2.466 -3.290
C 0.219 3.450 -4.250
C 1.040 2.669 -5.260
C 1.035 4.556 -3.602
H -2.797 0.212 -5.852
H -2.643 0.058 -4.097
H -1.363 0.855 -5.023
H -4.220 1.867 -4.647
H -1.914 2.936 -6.331
H -3.326 3.909 -5.863
H -3.534 2.473 -6.879
H -0.649 3.901 -4.739
H 1.953 2.302 -4.786
H 1.307 3.312 -6.099
H 0.479 1.815 -5.643
H 1.903 4.148 -3.091
H 0.434 5.103 -2.880
H 1.374 5.249 -4.375
*
```

Results
**DFT total energy**: -100090.7841 eV
**ΔE to the lowest compared entry with this formula, charge and spin**: 0.6 kcal per mole